[1]
C35H54Cl4F3N5O5 | the ωB97M-V functional and the def2-TZVPD basis

Largest force on an atom = 1.69 eV/A
Orbital gap = 9.071 eV
LUMO energy = 0.30 eV
SMILES = Fc1ccccc1.Fc1ccccc1.Fc1ccccc1.CNC(C)=O.CNC(C)=O.CNC(C)=O.CNC(C)=O.CNC(C)=O.ClCCl.ClCCl

```
106
C35H54Cl4F3N5O5 (the ωB97M-V functional and the def2-TZVPD basis)
F -1.05127 -2.22640 8.34729
C -0.31844 -1.76390 7.31966
C 0.90416 -2.35107 7.06165
C 1.74607 -1.72677 6.16087
C 1.35908 -0.55666 5.48660
C 0.10301 -0.04330 5.73332
C -0.74906 -0.63042 6.66445
H 1.12237 -3.26623 7.59684
H 2.73043 -2.08352 5.87836
H 2.09956 0.01863 4.94946
H -0.27412 0.82003 5.19803
H -1.70136 -0.20350 6.95291
F -0.13782 -7.95396 0.11251
C -0.57518 -6.83798 -0.50108
C -0.92778 -5.73554 0.24704
C -1.45068 -4.60983 -0.37800
C -1.52007 -4.58050 -1.76222
C -1.12714 -5.68831 -2.50301
C -0.60109 -6.80978 -1.87967
H -0.74226 -5.74294 1.31572
H -1.85808 -3.80824 0.22294
H -1.93344 -3.70140 -2.24269
H -1.28860 -5.64596 -3.57384
H -0.29980 -7.70361 -2.41100
F 2.05173 -0.04072 -7.69009
C 1.29184 0.54915 -6.75212
C 0.95350 1.88460 -6.86331
C 0.15375 2.47636 -5.89018
C -0.17534 1.75405 -4.74767
C 0.08948 0.39330 -4.70359
C 0.87549 -0.21069 -5.68104
H 1.14688 2.39345 -7.80174
H -0.25560 3.44829 -6.12923
H -0.82430 2.25673 -4.03914
H -0.21745 -0.16167 -3.82557
H 1.17780 -1.24298 -5.56451
C 1.79811 3.03891 8.07743
N 1.11964 3.83990 7.09879
C 1.17239 3.63997 5.75439
C 0.33347 4.57491 4.92837
O 1.83160 2.74740 5.25034
H 1.07171 2.57341 8.74613
H 2.46802 3.64156 8.69541
H 2.39698 2.27049 7.60022
H 0.62826 4.66753 7.38512
H -0.23836 4.07515 4.16125
H 0.95755 5.34149 4.46055
H -0.37439 5.17610 5.51327
C -3.96286 -1.30030 0.12199
N -4.99830 -1.88337 -0.67151
C -5.18992 -1.56337 -1.97941
C -6.39825 -2.14478 -2.65241
O -4.41544 -0.85106 -2.59428
H -4.39990 -0.80986 0.99966
H -3.34243 -0.58114 -0.39444
H -3.32301 -2.06815 0.56196
H -5.77835 -2.32399 -0.21606
H -6.63066 -3.11019 -2.19182
H -6.07792 -2.35154 -3.66888
H -7.27100 -1.50379 -2.59853
C 2.92649 2.20582 -1.81153
N 3.29994 1.62612 -3.09627
C 3.91257 2.31295 -4.09017
C 4.32680 1.50177 -5.29686
O 4.27381 3.46722 -3.98204
H 2.01987 2.79962 -1.88351
H 3.77174 2.82218 -1.50589
H 2.82061 1.36559 -1.13009
H 3.13848 0.65124 -3.26872
H 5.41346 1.55413 -5.34394
H 3.97731 2.10613 -6.13835
H 3.97571 0.47877 -5.38490
C -0.76841 1.32669 1.17079
N -0.28035 0.50143 0.08521
C -0.27030 -0.83873 0.05829
C 0.28605 -1.50505 -1.19114
O -0.80407 -1.52599 0.92127
H -0.29824 2.28671 1.00294
H -0.42837 0.90110 2.11556
H -1.85692 1.38113 1.22355
H 0.14152 0.99243 -0.68602
H 1.19977 -0.97659 -1.49090
H -0.45948 -1.50222 -1.97698
H 0.61416 -2.48090 -0.84802
C 0.57955 5.86758 -3.85798
N 0.67353 5.07991 -2.64149
C -0.30314 4.65530 -1.81158
C -1.71132 5.18859 -1.97230
O 0.00232 3.95706 -0.85468
H 1.47083 6.46147 -4.07053
H -0.24346 6.58053 -3.84577
H 0.54345 5.23893 -4.75574
H 1.61442 4.97675 -2.29546
H -2.40853 4.40428 -1.69969
H -1.87565 5.49663 -3.00539
H -1.82484 6.04775 -1.31512
Cl -1.46783 -4.10086 5.44641
C -1.07134 -3.59115 3.79825
Cl 0.52489 -4.13361 3.28244
H -1.79655 -4.05593 3.13993
H -1.14190 -2.51286 3.70966
Cl 2.60794 -5.99120 0.31916
C 3.20118 -4.49384 -0.37000
Cl 4.83441 -4.07806 0.15663
H 3.17469 -4.51251 -1.45380
H 2.53201 -3.70030 -0.05068
```

[2]
C35H54FeN3O2Se | the ωB97M-V functional and the def2-TZVPD basis

Largest force on an atom = 1.03 eV/A
Orbital gap (spin up / spin down) = 8.043 / 6.582 eV
LUMO energy (spin up / spin down) = 0.36 / -1.10 eV
<S²> = 8.765
Multiplicity = 6

```
96
C35H54FeN3O2Se (the ωB97M-V functional and the def2-TZVPD basis)
Fe 0.23492 1.66882 -1.09733
C 1.23694 4.53038 -1.54014
N 0.07082 3.89447 -0.90566
C -1.15798 4.34589 -1.57744
C 0.02480 4.16304 0.54668
C -0.57883 2.99819 1.32942
N 0.14405 1.73717 1.07369
C 1.48589 1.75684 1.71431
C 2.41371 0.71569 1.16240
C 2.97673 -0.26627 1.94847
C 3.86658 -1.18745 1.39941
C 4.14204 -1.06995 0.04678
C 3.58889 -0.09953 -0.79889
C 2.72034 0.81873 -0.20678
O 2.09785 1.83275 -0.85421
C 4.00122 -0.15337 -2.27881
C 5.52453 0.02685 -2.37554
C 3.61197 -1.52287 -2.85843
C 3.36016 0.91632 -3.17000
C 4.48959 -2.26378 2.28566
C 5.33438 -1.59579 3.37929
C 3.37192 -3.09113 2.93738
C 5.38867 -3.21497 1.49611
C -0.59170 0.56729 1.59209
C -1.92284 0.20195 0.96746
C -2.64545 -0.76607 1.64085
C -3.81654 -1.29903 1.12045
C -4.24792 -0.79350 -0.09702
C -3.57139 0.19002 -0.82034
C -2.37211 0.67718 -0.27707
O -1.61391 1.59179 -0.90563
C -4.19452 0.59494 -2.16880
C -3.50010 1.74794 -2.89984
C -4.16329 -0.62479 -3.10325
C -5.65149 1.03258 -1.94305
C -4.53429 -2.42720 1.85822
C -5.80614 -2.87264 1.13671
C -4.91744 -1.96203 3.26958
C -3.58855 -3.63337 1.95880
H 1.18919 5.62111 -1.44255
H 2.14821 4.15024 -1.08770
H 1.25348 4.27876 -2.60093
H -1.22781 5.43973 -1.55420
H -1.15840 4.01699 -2.61660
H -2.02265 3.90881 -1.08783
H 1.04334 4.36657 0.87071
H -0.56220 5.06500 0.75048
H -0.58606 3.23084 2.40158
H -1.61062 2.85243 1.01663
H 1.93162 2.73340 1.53664
H 1.35911 1.63551 2.79665
H 2.70442 -0.31745 2.99786
H 4.82037 -1.78340 -0.39875
H 6.06430 -0.75536 -1.84093
H 5.83769 -0.00557 -3.42198
H 5.82572 0.99030 -1.95822
H 4.11835 -2.34266 -2.34804
H 2.53757 -1.68857 -2.77015
H 3.88216 -1.56648 -3.91671
H 3.58748 1.92483 -2.82688
H 3.75355 0.79679 -4.18274
H 2.27806 0.79721 -3.21575
H 4.73147 -0.92758 3.99628
H 5.77775 -2.35169 4.03235
H 6.14158 -1.00819 2.93692
H 2.75958 -2.48324 3.60550
H 2.71549 -3.51577 2.17533
H 3.79810 -3.90839 3.52443
H 6.23091 -2.69011 1.04028
H 5.79464 -3.97175 2.17005
H 4.83364 -3.73090 0.71000
H 0.07574 -0.29332 1.47655
H -0.73189 0.70803 2.67302
H -2.25168 -1.13379 2.58339
H -5.15514 -1.19349 -0.52600
H -2.47684 1.49979 -3.17389
H -4.06033 1.95804 -3.81457
H -3.48626 2.65536 -2.29643
H -3.13582 -0.96092 -3.25636
H -4.73194 -1.46137 -2.69576
H -4.59022 -0.36570 -4.07560
H -5.69518 1.87824 -1.25319
H -6.09623 1.34240 -2.89175
H -6.26866 0.23358 -1.53349
H -6.52452 -2.05536 1.04155
H -5.58786 -3.26173 0.14026
H -6.28401 -3.67173 1.70653
H -5.57040 -1.08778 3.22439
H -5.44523 -2.75785 3.80044
H -4.03714 -1.69477 3.85591
H -3.27917 -3.96337 0.96544
H -2.68547 -3.38751 2.51899
H -4.08717 -4.46533 2.46268
Se 0.32854 -2.90688 -0.42511
C 0.30636 -1.30887 -1.15501
N 0.30899 -0.23216 -1.62926
```

[3]
C35H55BClN6ORe | the ωB97M-V functional and the def2-TZVPD basis

Largest force on an atom = 1.70 eV/A
Charge = +1
Orbital gap (spin up / spin down) = 3.494 / 3.497 eV
LUMO energy (spin up / spin down) = -5.41 / -5.22 eV
<S²> = 0.762
Multiplicity = 2

```
100
C35H55BClN6ORe (the ωB97M-V functional and the def2-TZVPD basis)
Re 0.29619 -0.42795 0.23878
C -1.51372 -4.87051 -2.47912
C -0.47280 -3.98113 -1.91192
C 0.88433 -4.22075 -1.86424
C 1.46554 -3.11355 -1.24391
N 0.47973 -2.25807 -0.90697
N -0.69294 -2.78578 -1.33880
B -1.94511 -1.91405 -1.52641
N -1.48376 -0.61636 -2.21113
N -0.44314 0.10585 -1.71130
C -0.13036 1.04419 -2.62989
C -1.03374 0.94043 -3.68899
C -1.86994 -0.12006 -3.39527
C -2.99125 -0.65155 -4.20874
C 1.06480 1.96912 -2.67807
C 1.84259 1.59982 -3.95559
C 0.59185 3.42585 -2.77799
C 2.01454 1.83466 -1.48720
N -2.54043 -1.50387 -0.18837
N -1.89018 -0.68353 0.67356
C -2.77915 -0.32290 1.62952
C -4.00156 -0.93006 1.33887
C -3.81866 -1.66168 0.18472
C -4.84224 -2.47399 -0.51624
C -2.59301 0.56073 2.84171
C -2.36659 2.01631 2.42987
C -1.41149 0.04335 3.65352
C -3.84470 0.52680 3.72864
C 2.96198 -2.99410 -1.07790
C 3.38408 -3.85197 0.12593
C 3.41954 -1.54931 -0.89867
C 3.64390 -3.53732 -2.34596
H -1.06098 -5.83110 -2.70913
H -2.32753 -5.02060 -1.77432
H -1.92620 -4.45526 -3.39599
H 1.38555 -5.08475 -2.24554
H -2.73355 -2.47412 -2.18491
H -1.07376 1.54413 -4.57066
H -3.12362 -0.03853 -5.09660
H -2.78864 -1.67489 -4.51819
H -3.91958 -0.64373 -3.64037
H 1.22110 1.69963 -4.83990
H 2.69741 2.26149 -4.06752
H 2.20102 0.57382 -3.90174
H -0.10476 3.56016 -3.59892
H 0.10426 3.74180 -1.86072
H 1.44887 4.07088 -2.94788
H 2.06050 0.80383 -1.13089
H 3.01852 2.12815 -1.78173
H 1.70917 2.48194 -0.66877
H -4.91301 -0.86341 1.89193
H -5.75382 -2.47150 0.07613
H -5.07077 -2.06048 -1.49586
H -4.50850 -3.49968 -0.64894
H -1.37278 2.15544 2.00870
H -3.10581 2.32492 1.69494
H -2.45209 2.66708 3.29766
H -0.53014 0.00368 3.02027
H -1.22006 0.69456 4.50320
H -1.62650 -0.95592 4.02599
H -4.70334 0.94579 3.21106
H -4.07305 -0.48673 4.04737
H -3.65974 1.13134 4.61353
H 2.86471 -3.53072 1.02528
H 3.14330 -4.89873 -0.04207
H 4.45679 -3.77182 0.28720
H 2.84356 -1.05362 -0.11862
H 4.46817 -1.52738 -0.61197
H 3.31152 -1.00400 -1.83273
H 3.56171 -4.61753 -2.41308
H 3.20310 -3.10037 -3.23929
H 4.70182 -3.28567 -2.32839
C 3.63562 -0.83414 2.47320
C 2.15363 -0.67285 2.86255
C 2.07359 0.45067 3.91177
C 1.63005 -2.00429 3.42543
O 1.40031 -0.33903 1.73601
H 4.21887 -1.03680 3.36722
H 4.00867 0.07966 2.01371
H 3.77057 -1.66289 1.78686
H 2.73555 0.21644 4.74036
H 1.06615 0.56463 4.29492
H 2.39016 1.39380 3.47365
H 2.17297 -2.27428 4.32497
H 1.75986 -2.79350 2.68610
H 0.57175 -1.93773 3.65978
Cl 2.32808 4.01092 2.60457
C 1.01559 4.86410 1.88455
C 0.90191 6.21315 2.12971
C -0.13348 6.93748 1.55537
C -1.05104 6.29901 0.72335
C -0.94491 4.95647 0.47324
C 0.09394 4.17061 1.04803
C 0.17805 2.80522 0.82902
H 1.61604 6.70171 2.77492
H -0.22252 7.99177 1.75858
H -1.85246 6.86542 0.27581
H -1.67760 4.45911 -0.14470
H -0.48115 2.32367 0.12331
H 0.90466 2.21498 1.36682
```